1.
Density functional theory data (the ωB97M-V functional and the def2-TZVPD basis) for a structure of composition C20H18ClINO11SSc at a distorted geometry.

XYZ file:
```
54
Properties=species:S:1:pos:R:3:forces:R:3:nbo_charge:R:1
Sc -0.57633 -0.56003 1.18856 0.66 -0.06 -0.23 1.602
O 0.35284 -4.50293 3.66009 -0.62 0.27 0.40 -0.690
C 0.99418 -4.23874 2.51882 0.18 0.10 -0.83 0.768
O 0.53793 -4.48382 1.43502 -0.09 0.10 -0.01 -0.571
C 2.42770 -3.75118 2.70622 0.58 0.67 0.25 -0.161
O 2.74337 -2.42756 2.27255 -0.84 -0.33 -0.01 -0.511
C 2.52017 -1.39734 3.24303 -0.10 -0.37 0.15 -0.175
C 1.08352 -1.21163 3.80926 0.27 -0.29 -0.18 0.788
O 0.96987 -0.99177 5.00421 0.04 0.03 0.02 -0.660
O 0.13503 -1.28682 2.94887 0.43 -0.37 -0.03 -0.808
H -0.60125 -4.58130 3.44249 0.44 0.03 0.01 0.513
H 3.02914 -4.39984 2.06633 0.02 -0.04 0.12 0.196
H 2.71714 -3.87501 3.75785 0.01 -0.05 -0.05 0.174
H 2.74684 -0.44758 2.75521 0.15 -0.10 -0.12 0.213
H 3.22369 -1.57407 4.06586 -0.20 0.19 0.13 0.163
C -2.77880 4.56129 -3.14493 0.09 -0.03 0.11 -0.621
C -2.29473 4.02101 -1.82429 -0.11 0.00 -0.01 -0.026
C -2.89017 2.90123 -1.25504 0.11 0.07 0.04 -0.234
C -2.39269 2.35311 -0.08524 -0.08 -0.06 0.10 -0.099
C -1.26963 2.89955 0.51317 0.08 -0.16 0.12 -0.307
C -0.71020 4.05653 -0.00229 0.13 0.06 0.09 -0.171
C -1.22566 4.61256 -1.16097 -0.01 -0.01 -0.02 -0.219
S -0.55673 2.06627 1.95055 0.08 1.16 1.12 2.297
O -0.47664 3.11758 2.94507 0.06 -0.05 -0.27 -0.967
O -1.54279 0.99781 2.24183 -0.39 0.28 -0.09 -0.981
N 0.76377 1.25836 1.71353 -0.74 0.27 0.04 -0.975
C 1.73152 1.87989 0.83127 -0.29 -0.12 -0.41 -0.360
C 1.22836 1.73740 -0.64276 0.08 0.00 0.06 0.770
O 1.82752 2.35826 -1.53214 0.13 -0.01 0.09 -0.748
O 0.20790 1.00360 -0.75655 0.05 -0.11 -0.25 -0.785
H -3.67940 4.03666 -3.46463 -0.01 0.04 -0.05 0.203
H -2.00875 4.41878 -3.90613 -0.04 0.02 -0.06 0.217
H -2.99827 5.62971 -3.08627 -0.01 0.00 -0.02 0.201
H -3.72863 2.42247 -1.74863 -0.05 0.05 0.02 0.196
H -2.86546 1.49066 0.35971 0.03 -0.08 -0.08 0.244
H 0.13829 4.51375 0.48932 0.03 -0.02 -0.01 0.222
H -0.76475 5.50173 -1.57595 0.03 0.00 -0.02 0.196
H 2.68693 1.36045 0.93695 -0.01 0.05 -0.06 0.205
H 1.89362 2.93897 1.06764 0.11 -0.08 -0.08 0.189
Cl 0.59447 -3.52890 -5.61254 -0.01 -0.07 -0.21 -0.068
C 0.57040 -2.88327 -3.98773 0.01 0.02 0.02 -0.123
C 1.71291 -3.02987 -3.18471 -0.16 0.03 -0.01 -0.185
C 1.70805 -2.56877 -1.90058 -0.03 0.04 0.27 -0.288
C 0.55799 -1.93993 -1.32679 -0.11 -0.31 -0.87 0.556
O 0.55627 -1.59143 -0.11384 0.39 -0.40 0.48 -0.749
C -0.56375 -1.75295 -2.20109 0.57 -0.08 0.29 -0.304
C -1.69517 -1.00869 -1.74164 -0.27 0.06 0.05 0.478
O -1.87649 -0.58167 -0.60863 -0.27 0.05 -0.29 -0.591
C -0.54078 -2.24506 -3.51597 -0.01 0.06 0.16 -0.152
H 2.58691 -3.51969 -3.59429 0.02 0.00 0.00 0.208
H 2.56877 -2.68253 -1.25436 0.02 -0.01 -0.01 0.223
H -2.47505 -0.81221 -2.50155 0.01 -0.01 0.05 0.115
H -1.41785 -2.12598 -4.14173 0.02 0.05 -0.04 0.209
I -2.88513 -2.13706 1.94782 -0.39 -0.48 0.13 -0.616
```
Positions in Å, forces in eV/Å.

The value obtained for the calculated total energy is -3572.4718 Eh. The calculation puts the energy above the lowest of the compared OMol25 structures with the same formula, charge and spin at 46.2 kcal/mol. The gap between HOMO and LUMO is 6.725 eV. The charge is -2. The calculation puts the HOMO energy at -2.6 eV. The molar mass is 687.740 g mol⁻¹.

---

2.
Density functional theory data (the ωB97M-V functional and the def2-TZVPD basis) for a cluster of 2 separate species, C5H17N2O in total at a distorted geometry.

XYZ file:
```
25
Properties=species:S:1:pos:R:3:forces:R:3:nbo_charge:R:1
C 1.69404 1.29217 1.98249 0.44 -2.13 2.55 -0.664
C 0.73604 0.54016 1.07179 -1.39 1.65 -2.41 -0.050
C 0.74591 1.25305 -0.32690 0.25 -0.16 -2.65 -0.476
C -0.05373 0.46913 -1.49648 -0.94 1.13 0.09 -0.210
C -0.01199 -1.90145 -1.75591 1.73 -2.22 -0.79 -0.425
N 0.53443 -0.63924 -2.23668 -1.44 0.28 2.19 -0.665
N -0.75590 0.73905 1.57271 -0.23 -0.53 -2.17 -0.788
H 2.51254 0.54381 2.32439 -1.20 1.70 -0.38 0.266
H 1.20923 1.75384 2.89029 0.22 -1.12 -0.43 0.226
H 2.08821 2.18327 1.57182 0.80 0.47 -1.15 0.246
H 0.89844 -0.51361 0.78227 0.04 0.36 1.03 0.247
H 1.79398 1.22784 -0.68477 -0.31 0.16 0.45 0.245
H 0.43617 2.34969 -0.46589 0.29 -1.39 1.17 0.239
H -0.91882 0.00165 -0.93635 0.51 0.48 -1.00 0.166
H -0.54437 1.18847 -2.25151 0.94 -0.58 1.37 0.214
H -0.67029 -1.96447 -0.85576 1.31 0.83 -0.34 0.169
H -0.67914 -2.24055 -2.53205 -0.19 -0.79 -0.36 0.200
H 0.87835 -2.63638 -1.65481 -1.77 0.75 -0.02 0.206
H 1.46901 -0.70111 -2.59999 0.12 0.60 0.39 0.400
H -0.60340 1.79037 1.89120 -1.70 -2.93 -0.10 0.473
H -1.10835 -0.09612 2.19983 0.82 2.68 -0.81 0.485
H -1.41681 0.62379 0.62779 1.90 0.60 3.10 0.483
H -2.26831 -2.34628 0.03837 -0.33 0.77 0.47 0.496
H -3.47291 -1.42815 0.38013 0.99 -0.09 0.13 0.501
O -2.49232 -1.48892 0.46400 -0.85 -0.52 -0.34 -0.984
```
Positions in Å, forces in eV/Å.

The value obtained for the calculated total energy is -385.1169 Eh. The calculation puts the energy above the lowest of the compared OMol25 structures with the same formula, charge and spin at 77.7 kcal/mol. The gap between HOMO and LUMO is 8.511 eV. The charge is +1. The calculation puts the HOMO energy at -11.8 eV. The molar mass is 121.204 g mol⁻¹.

---

3.
Density functional theory data (the ωB97M-V functional and the def2-TZVPD basis) for a cluster of 13 separate species, C13H52N26O13 in total at a distorted geometry.

XYZ file:
```
104
Properties=species:S:1:pos:R:3:forces:R:3:lowdin_charge:R:1
C 0.52046 -5.09425 -30.74908 1.93 2.20 2.74 -0.836
O 1.56082 -5.63915 -30.48393 1.61 -0.64 -0.01 0.056
N 0.14005 -3.89636 -30.35089 0.82 3.39 1.32 0.153
N -0.49602 -5.64964 -31.25111 -3.99 -5.91 -4.13 0.154
H 0.82505 -3.38955 -29.80865 -0.49 0.54 -0.37 0.118
H -0.66376 -3.50723 -30.82265 0.47 0.66 0.64 0.108
H -0.17571 -6.53466 -31.61750 -0.91 -0.34 -0.41 0.125
H -1.34292 -5.25549 -31.63519 0.46 0.13 0.24 0.122
C -15.61940 -6.23317 -31.20556 0.53 -0.15 3.55 -0.799
O -15.59975 -5.61908 -30.16939 -0.95 1.67 1.74 0.035
N -14.72773 -5.99077 -32.11210 2.77 0.95 -4.29 0.158
N -16.27085 -7.37141 -31.33997 -1.70 -2.45 -1.53 0.155
H -14.80173 -6.35446 -33.05143 0.06 0.09 0.21 0.108
H -14.02961 -5.27556 -31.96649 -0.45 -0.08 0.16 0.125
H -16.92950 -7.71563 -30.65602 0.39 0.28 -0.17 0.117
H -15.87651 -7.98230 -32.04098 -0.64 -0.33 0.35 0.102
C -5.70804 -11.19284 -33.32080 0.46 -0.94 0.63 -0.842
O -5.83107 -11.65421 -32.24108 0.03 -2.00 3.58 0.073
N -5.04512 -11.69306 -34.33273 2.04 -2.01 -2.63 0.159
N -6.22307 -10.05853 -33.65937 -2.00 4.09 -1.21 0.154
H -5.13108 -11.17462 -35.19524 0.75 -0.87 -0.03 0.102
H -4.54159 -12.56570 -34.26153 -0.23 0.32 -0.18 0.124
H -6.30300 -10.01368 -34.66521 -0.93 1.25 0.47 0.103
H -6.88514 -9.67748 -32.99864 -0.14 0.16 -0.61 0.127
C -10.62014 -9.32465 -28.74309 0.47 1.48 -0.25 -0.752
O -10.28863 -8.42784 -29.49785 0.48 -0.35 -0.74 0.023
N -11.58495 -9.17389 -27.85121 -1.77 0.38 1.18 0.143
N -10.06544 -10.53391 -28.56741 1.04 -0.29 -0.80 0.147
H -11.67506 -9.96744 -27.23294 -1.03 1.05 0.38 0.099
H -12.16885 -8.35350 -27.92941 -0.06 -0.44 0.51 0.123
H -9.34353 -10.73175 -29.24550 -0.21 -0.94 0.43 0.118
H -10.66136 -11.13711 -28.01865 1.11 -0.87 -0.77 0.098
C -14.81419 0.96552 -36.26754 4.70 -0.78 0.85 -0.846
O -13.72804 1.50907 -36.09038 0.12 0.98 0.35 0.016
N -15.89260 1.53008 -36.59414 -3.78 4.63 -1.31 0.174
N -14.95455 -0.31230 -36.13587 0.22 -4.34 0.47 0.161
H -15.69207 2.51172 -36.46646 -1.51 0.45 -0.73 0.132
H -16.73703 1.06147 -36.88982 0.17 0.71 0.34 0.127
H -14.06673 -0.76782 -35.97973 -0.45 -0.66 -0.36 0.126
H -15.72485 -0.68288 -36.67384 0.57 -0.94 0.39 0.110
C -8.42018 -1.64517 -45.41144 -2.74 1.39 -2.65 -0.744
O -9.31181 -0.84601 -45.65746 0.22 0.35 -0.27 0.017
N -7.75192 -2.37227 -46.36306 -0.29 0.18 0.98 0.143
N -8.08583 -1.99330 -44.20229 1.54 -1.18 2.57 0.155
H -7.00757 -2.82333 -45.85063 0.72 -0.26 -2.05 0.085
H -7.82531 -2.03746 -47.31312 0.66 -0.37 0.24 0.114
H -7.43178 -2.76258 -44.22539 -0.29 0.18 1.53 0.100
H -8.52389 -1.61329 -43.37537 0.18 -0.28 -0.33 0.129
C -4.50106 -6.31189 -27.13909 -2.39 -0.61 3.17 -0.767
O -5.44226 -6.16355 -26.34678 0.95 0.43 -0.32 0.009
N -3.21914 -6.31640 -26.83822 3.22 0.87 1.21 0.154
N -4.70709 -6.72035 -28.35635 -1.67 -0.67 -3.74 0.149
H -2.92738 -6.08556 -25.89923 -0.17 0.19 -0.26 0.116
H -2.59978 -6.05145 -27.59073 0.25 -0.13 0.37 0.105
H -3.98436 -7.13959 -28.92380 -0.37 -0.03 0.21 0.111
H -5.67485 -6.98839 -28.46445 0.21 -0.05 -0.65 0.121
C -3.60765 2.44618 -36.69897 4.64 0.78 6.99 -0.772
O -2.73578 2.24365 -35.78258 -1.52 0.40 -2.21 -0.045
N -4.35479 3.50949 -36.70405 -2.07 2.90 -0.43 0.163
N -3.87524 1.60655 -37.59689 -1.13 -5.05 -4.99 0.169
H -4.19204 4.25921 -36.04715 -0.23 -0.37 -0.17 0.126
H -5.20039 3.41856 -37.24885 0.00 0.87 0.39 0.109
H -4.53831 1.77111 -38.34076 0.20 0.07 0.22 0.119
H -3.44423 0.69317 -37.60502 0.09 0.39 0.22 0.131
C -10.33189 -7.63844 -38.95556 -1.63 -1.05 -0.94 -0.817
O -10.46575 -8.64871 -39.60616 0.24 -1.09 -0.82 0.043
N -11.23959 -6.70664 -38.85831 -4.65 3.05 -0.31 0.151
N -9.29976 -7.31290 -38.25274 4.03 -0.46 1.69 0.160
H -11.27391 -5.99230 -38.14513 0.45 -0.24 -0.09 0.108
H -12.14453 -6.82817 -39.29008 0.33 -0.34 -0.07 0.116
H -9.26062 -6.42490 -37.77316 0.66 -0.46 -0.21 0.116
H -8.54463 -7.94247 -38.48410 0.58 0.64 0.80 0.123
C -9.18559 4.25206 -33.19845 3.48 -0.14 5.04 -0.778
O -8.64499 4.74361 -32.20409 0.24 0.61 -0.44 -0.002
N -10.02789 4.86410 -33.94432 -3.01 1.56 -3.11 0.172
N -8.96945 2.97544 -33.50371 -0.59 -2.19 -1.60 0.151
H -10.17513 5.86211 -33.89554 -0.04 -0.47 0.12 0.130
H -10.38865 4.29205 -34.69447 -0.30 0.97 -0.26 0.112
H -8.19643 2.40995 -33.18315 -0.49 0.44 0.23 0.117
H -9.70074 2.59587 -34.08787 0.69 -0.82 0.01 0.099
C -9.63380 3.10277 -40.78480 0.93 0.02 0.47 -0.838
O -9.38253 2.24811 -40.00201 -0.26 -2.62 2.86 0.062
N -8.68483 3.63882 -41.48763 3.38 1.62 -2.84 0.148
N -10.75321 3.72603 -40.98329 -5.42 1.26 0.23 0.165
H -8.98082 4.02973 -42.37063 1.06 0.15 0.05 0.110
H -7.75014 3.33229 -41.25853 -0.20 0.00 -0.80 0.118
H -10.95523 4.38356 -41.72285 0.46 -0.15 0.32 0.114
H -11.51012 3.58458 -40.32970 0.10 -0.30 -0.29 0.121
C -4.57078 -0.68158 -30.38449 2.50 0.80 -2.41 -0.738
O -4.16765 -1.50109 -31.19698 -0.59 -0.50 0.00 0.008
N -4.20976 0.63206 -30.41616 -0.25 1.13 0.72 0.140
N -5.29223 -0.91701 -29.31306 -1.41 -1.62 1.68 0.153
H -3.65712 1.10774 -31.11503 -0.06 -0.60 0.15 0.112
H -4.21824 0.95743 -29.46005 0.44 1.02 -0.65 0.089
H -5.59541 -0.15703 -28.72093 -0.13 -0.68 0.02 0.114
H -5.32955 -1.89659 -29.06991 -0.49 0.35 0.44 0.122
C -8.80015 -3.30203 -34.78088 -0.86 0.40 -1.46 -0.805
O -9.95617 -3.34300 -35.08629 -3.06 -0.86 0.24 0.034
N -7.97785 -2.63803 -35.56344 3.48 1.95 -1.55 0.146
N -8.19735 -3.91044 -33.78094 0.25 -0.63 1.35 0.172
H -8.24329 -2.15599 -36.41036 -0.35 -0.18 0.55 0.118
H -7.06022 -2.44257 -35.18948 -0.03 0.25 -0.54 0.099
H -8.81097 -4.51773 -33.25677 0.90 -0.05 0.40 0.126
H -7.19308 -3.80475 -33.80046 -0.34 -0.91 1.01 0.110
```
Positions in Å, forces in eV/Å.

The value obtained for the calculated total energy is -2928.5189 Eh. The calculation puts the energy above the lowest of the compared OMol25 structures with the same formula, charge and spin at 284.6 kcal/mol. The gap between HOMO and LUMO is 9.125 eV. The calculation puts the HOMO energy at -9.3 eV. The molar mass is 780.728 g mol⁻¹.

---

4.
Density functional theory data (the ωB97M-V functional and the def2-TZVPD basis) for a cluster of 2 separate species, C3H11N2O in total.

XYZ file:
```
17
Properties=species:S:1:pos:R:3:forces:R:3:nbo_charge:R:1
C -2.24334 -0.88889 -1.17191 0.06 0.01 0.10 -0.634
C -0.74758 -1.19394 -1.22384 0.42 0.20 -0.17 -0.216
N 0.01301 -0.33379 -0.29805 -0.02 0.09 0.61 -0.505
C 0.62940 0.77314 -0.59592 0.41 0.26 -0.61 0.405
N 0.90133 1.74132 0.25699 -0.44 -0.54 0.11 -0.720
H -2.45986 0.08757 -0.73886 0.13 0.04 -0.04 0.220
H -2.65332 -0.88947 -2.17539 -0.13 -0.13 -0.09 0.245
H -2.75467 -1.63405 -0.57422 -0.20 -0.07 0.03 0.232
H -0.53884 -2.22327 -0.96061 0.04 -0.15 0.03 0.226
H -0.33987 -1.02924 -2.21514 0.08 0.07 -0.14 0.218
H -0.18540 -0.44603 0.69063 -0.13 -0.06 0.02 0.420
H 1.03909 0.90668 -1.59745 -0.71 0.03 -0.13 0.223
H 0.68105 1.57019 1.23148 0.14 0.37 -0.03 0.434
H 1.00391 2.67975 -0.09473 0.51 -0.04 0.12 0.437
H 1.71042 -0.94053 2.38985 0.15 0.31 -0.04 0.496
H 0.81044 -0.05611 3.23021 0.33 0.13 -0.16 0.491
O 1.36630 -0.03452 2.43200 -0.64 -0.53 0.38 -0.973
```
Positions in Å, forces in eV/Å.

The value obtained for the calculated total energy is -305.4272 Eh. The calculation puts the energy above the lowest of the compared OMol25 structures with the same formula, charge and spin at 16.0 kcal/mol. The gap between HOMO and LUMO is 11.528 eV. The charge is +1. The calculation puts the HOMO energy at -14.9 eV. The molar mass is 91.134 g mol⁻¹.